Below is a molecular structure, C12H11MoN2O2PS2, with properties calculated with ωB97M-V with the def2-TZVPD basis set.

Computed properties:
E: -1929.02115 Eh
Kohn-Sham gap (spin up / spin down): 0.2445 / 0.2567 Ha
expectation value of S²: 2.27
2S+1: 3
total charge: +2
ΔE to the lowest compared entry with this formula, charge and spin: 31.9 kJ/mol

Cartesian coordinates (Å):
Mo -0.044 0.444 0.715
S 3.158 -0.819 -0.362
C 3.082 1.953 -0.457
C 4.211 2.170 -1.195
C 4.252 3.327 -1.978
C 5.413 3.574 -2.782
N 6.344 3.774 -3.423
C 3.170 4.211 -1.966
C 2.056 3.953 -1.170
C 1.986 2.800 -0.398
S 0.586 2.583 0.659
C 3.181 5.398 -2.774
N 3.173 6.336 -3.434
H 5.048 1.485 -1.187
H 1.241 4.665 -1.158
C -1.942 -2.460 1.623
P -2.908 -1.222 0.779
C -3.794 -1.936 -0.576
C -4.049 -0.477 1.914
O -1.915 -0.115 0.233
H -2.589 -3.255 2.001
H -1.434 -2.034 2.492
H -1.226 -2.921 0.941
H -4.462 -2.714 -0.199
H -3.105 -2.375 -1.298
H -4.388 -1.166 -1.069
H -4.735 -1.238 2.291
H -4.626 0.295 1.404
H -3.520 -0.034 2.758
O 3.079 0.774 0.404
C 1.813 -0.047 0.352

Forces on the atoms, in the same order (eV/Å):
Mo -0.13 0.28 -0.10
S 0.03 -0.17 -0.01
C -0.01 -0.43 0.37
C -0.08 0.21 -0.09
C 0.16 -0.16 0.02
C -0.04 0.13 -0.03
N -0.01 -0.05 0.02
C -0.11 0.11 -0.01
C -0.01 -0.04 0.04
C 0.11 0.26 -0.23
S 0.02 -0.14 0.04
C 0.07 -0.04 -0.05
N -0.02 -0.01 0.04
H 0.00 -0.01 0.01
H -0.01 -0.01 0.00
C -0.04 -0.26 0.14
P 0.14 0.43 -0.27
C -0.03 -0.07 -0.13
C -0.08 0.05 0.10
O 0.42 -0.50 0.46
H -0.03 0.03 -0.03
H 0.04 0.05 -0.03
H 0.03 0.03 -0.02
H 0.00 0.01 -0.01
H 0.01 0.00 0.01
H 0.01 0.01 0.00
H 0.00 0.00 -0.02
H 0.01 0.00 -0.01
H 0.01 0.00 0.00
O -0.17 0.27 -0.16
C -0.27 0.03 -0.09

Results of the natural (NBO) charge analysis, in e, for atoms 1 through 6: 1.15, 0.72, 0.24, -0.18, -0.05, 0.20


Below is a gas-phase ion, C12H11N2O (charge +1) in a non-equilibrium geometry, with properties calculated with ωB97M-V with the def2-TZVPD basis set.

Computed properties:
E: -648.13800 Eh
Kohn-Sham gap: 0.2664 Ha
2S+1: 1
total charge: +1
ΔE to the lowest compared entry with this formula, charge and spin: 466.5 kJ/mol

Cartesian coordinates (Å):
C -3.153 0.810 -0.658
C -2.492 0.008 -1.481
C -2.459 1.773 0.253
C -1.075 0.172 -1.721
C -1.096 1.741 0.305
C 2.070 -0.240 1.167
C 1.283 -1.170 1.795
C -0.314 0.874 -0.550
C 1.025 0.894 -0.479
C 2.195 0.366 -0.121
C -0.046 -2.150 -0.011
C -0.024 -1.923 -1.301
N 0.222 -2.014 1.218
N 3.383 0.633 -0.719
O -0.457 -1.079 -2.179
H -4.183 0.977 -0.854
H -3.060 -0.759 -1.964
H -2.995 2.249 0.967
H -0.849 0.934 -2.433
H -0.536 2.304 1.029
H 2.613 0.207 1.996
H 1.360 -1.232 2.852
H 0.574 -2.808 -1.782
H -0.300 -2.542 1.855
H 4.130 0.805 0.047
H 3.269 1.381 -1.394

Forces on the atoms, in the same order (eV/Å):
C 0.90 2.04 0.33
C -0.98 -0.29 0.44
C 2.70 -2.86 -2.50
C 1.76 -0.21 2.03
C -1.60 0.24 -0.04
C -0.94 -2.18 2.92
C -0.07 0.67 -2.23
C 0.93 -0.07 -0.49
C -1.11 -1.52 0.10
C -2.30 1.08 -1.13
C -1.12 1.70 -0.09
C 2.56 -3.17 -0.66
N 2.32 1.42 -0.82
N 2.56 0.44 1.90
O -0.47 1.22 -0.12
H -1.05 -0.57 0.66
H 0.01 -0.13 -0.90
H -1.64 1.76 1.87
H -0.27 -0.11 -1.58
H 0.02 0.20 0.25
H 0.66 0.33 -0.39
H -0.17 -0.42 0.62
H -1.06 1.56 0.55
H -0.94 -0.89 1.36
H -1.29 -0.19 -2.21
H 0.57 -0.05 0.14

Results of the natural (NBO) charge analysis, in e, for atoms 1 through 6: -0.19, -0.23, -0.17, 0.04, -0.19, -0.15


Below is a molecular structure, C12H11N2O in a non-equilibrium geometry, with properties calculated with ωB97M-V with the def2-TZVPD basis set.

Computed properties:
E: -648.20908 Eh
Kohn-Sham gap: 0.3077 Ha
2S+1: 1
total charge: +1
ΔE to the lowest compared entry with this formula, charge and spin: 279.9 kJ/mol

Cartesian coordinates (Å):
C 1.204 -0.074 0.860
C -0.920 0.831 1.291
C -1.482 -0.899 -0.322
C 0.353 0.960 1.459
C -0.296 -0.750 -1.132
C -1.785 -0.212 0.795
C 0.831 -0.412 -0.548
C 2.745 0.611 -0.064
C 3.936 1.206 -0.530
C 2.791 0.362 -2.280
C -3.242 -0.199 1.353
C -4.109 -1.364 0.954
N 2.084 0.072 -1.125
N 3.916 1.040 -1.851
O -3.587 0.647 2.166
H -1.579 1.705 1.640
H -2.223 -1.606 -0.781
H 0.923 1.854 1.913
H -0.336 -0.915 -2.154
H 1.608 -0.965 1.282
H 4.810 1.719 -0.126
H 2.461 0.326 -3.229
H -4.237 -1.959 1.869
H -3.522 -2.059 0.242
H -5.109 -1.021 0.779
H 4.765 1.103 -2.462

Forces on the atoms, in the same order (eV/Å):
C 3.17 0.83 -1.73
C -4.13 2.90 1.56
C -1.48 -1.44 -0.86
C 3.48 1.02 0.62
C 0.26 0.13 2.01
C -0.47 0.12 -0.85
C 1.55 1.50 -0.94
C -1.19 -0.71 1.74
C -1.04 -0.47 2.12
C 0.88 0.55 4.83
C 0.54 0.06 1.20
C 1.75 -1.15 0.34
N 1.52 1.01 -2.66
N -0.77 -1.74 -3.23
O 0.57 -0.94 -1.48
H 1.08 -1.31 -0.14
H 0.77 1.01 0.54
H -1.48 -1.46 -0.74
H -0.18 -0.29 -1.82
H 0.17 -0.32 1.42
H -0.70 -0.35 0.47
H -0.80 -0.60 -3.04
H 0.23 0.08 0.00
H -1.98 1.21 0.89
H -0.42 -0.02 -0.99
H -1.30 0.37 0.72

Results of the natural (NBO) charge analysis, in e, for atoms 1 through 6: -0.10, -0.18, -0.16, -0.23, -0.21, -0.12


Below is a molecular structure, C12H11N7OS2 in a non-equilibrium geometry, with properties calculated with ωB97M-V with the def2-TZVPD basis set.

Computed properties:
E: -1718.79321 Eh
Kohn-Sham gap: 0.3037 Ha
2S+1: 1
total charge: 0

Cartesian coordinates (Å):
O 1.430 -1.058 3.036
N 0.453 -4.812 5.569
N -0.008 -4.903 3.264
N 1.425 4.495 -3.097
N 1.303 3.951 -1.825
S 0.709 -3.223 5.126
S -0.595 2.996 -0.069
C 0.754 -1.586 2.142
C 0.108 -5.505 4.508
C 0.349 -3.657 3.436
C 0.203 4.566 -3.623
C 0.043 3.648 -1.600
C -0.190 0.640 -1.430
C 0.267 0.596 0.942
C 0.149 -0.735 -1.553
C -0.112 1.317 -0.219
C 0.478 -0.793 0.892
C 0.433 -1.422 -0.382
N 0.277 -2.885 2.299
N 0.769 -2.734 -0.565
N -0.688 4.076 -2.707
C -2.131 4.223 -2.750
H -0.031 -6.560 4.540
H 0.015 4.897 -4.628
H -0.494 1.118 -2.381
H 0.327 1.104 1.894
H 0.116 -1.192 -2.529
H -0.224 -3.288 1.517
H 1.540 -3.053 0.029
H 0.817 -3.006 -1.551
H -2.599 3.239 -2.765
H -2.465 4.799 -1.872
H -2.430 4.747 -3.649

Forces on the atoms, in the same order (eV/Å):
O -1.23 -0.89 -0.81
N -0.25 -0.32 -0.76
N 0.67 0.03 1.81
N -1.11 -0.41 0.26
N 0.06 -0.14 -0.59
S -0.20 -0.90 -1.81
S 0.07 0.78 -0.67
C 1.45 1.16 1.70
C 0.25 1.07 -0.05
C -0.34 0.10 0.01
C 1.53 -0.78 2.30
C 0.62 1.34 -1.07
C 0.13 -1.34 -1.26
C -0.41 -0.20 -0.60
C -0.96 2.92 1.25
C 0.32 -1.33 0.44
C -0.54 -0.33 -1.09
C 0.43 0.49 -0.35
N 0.09 1.81 -0.75
N 0.53 -1.67 0.41
N -0.55 -0.11 -0.04
C -0.21 -0.23 0.37
H -0.22 -0.57 0.36
H -0.41 0.15 0.04
H 0.21 0.10 0.85
H 0.08 -0.01 0.05
H 0.12 -0.23 0.01
H 0.05 -0.20 0.13
H -0.45 -0.15 -0.67
H 0.26 -0.01 0.88
H -0.13 0.08 0.17
H 0.02 -0.32 -0.39
H 0.11 0.13 -0.15

Results of the natural (NBO) charge analysis, in e, for atoms 1 through 6: -0.59, -0.61, -0.50, -0.28, -0.27, 0.61


Below is C12H12 in the gas phase in a non-equilibrium geometry, with properties calculated with ωB97M-V with the def2-TZVPD basis set.

Computed properties:
E: -464.19498 Eh
Kohn-Sham gap (spin up / spin down): 0.2598 / 0.2598 Ha
2S+1: 1
total charge: 0
ΔE to the lowest compared entry with this formula, charge and spin: 727.5 kJ/mol

Cartesian coordinates (Å):
C 1.336 3.270 -0.087
C 0.356 3.096 -1.120
C 1.559 2.254 0.800
C -0.225 1.874 -1.227
C 1.248 0.096 1.670
C -0.489 -0.404 -0.771
C 0.898 0.991 0.756
C 0.041 0.739 -0.399
C -1.300 -1.802 1.277
C 0.176 -2.017 1.030
C -0.569 -1.706 -0.111
C -0.930 -2.790 -1.095
H 1.754 4.218 0.128
H 0.036 3.924 -1.672
H 2.141 2.552 1.650
H -0.991 1.705 -2.059
H 1.841 -0.117 2.521
H -0.925 -0.360 -1.740
H -2.146 -2.648 1.342
H -1.685 -0.865 1.605
H 0.762 -2.788 1.389
H -1.665 -3.569 -0.490
H 0.015 -3.298 -1.305
H -1.240 -2.357 -2.093

Forces on the atoms, in the same order (eV/Å):
C -0.45 -1.82 1.29
C -0.16 -2.06 0.83
C -0.02 3.13 -0.66
C -1.12 1.53 -2.54
C -2.60 -3.84 -1.77
C -0.26 -0.87 0.05
C 1.12 -1.04 1.00
C 0.59 0.90 0.52
C -1.09 -1.60 -1.14
C 0.36 4.26 3.67
C -1.86 0.23 -1.76
C -0.65 -1.93 0.75
H 0.55 0.82 -0.08
H -0.35 0.94 -1.07
H 0.44 -0.48 0.40
H 1.08 0.34 1.28
H 0.51 0.42 0.36
H -0.69 -0.16 -0.55
H 2.41 1.64 -0.09
H 0.11 0.55 0.60
H 1.04 -1.53 0.12
H 1.67 1.84 -2.34
H -0.21 -0.48 -0.19
H -0.42 -0.79 1.33

Results of the natural (NBO) charge analysis, in e, for atoms 1 through 6: -0.20, -0.25, -0.19, -0.14, -0.05, -0.06


Below is C12H12 in the gas phase in a non-equilibrium geometry, with properties calculated with ωB97M-V with the def2-TZVPD basis set.

Computed properties:
E: -464.21485 Eh
Kohn-Sham gap: 0.3088 Ha
structure (SMILES): Cc1ccc2cc(C)ccc2c1
2S+1: 1
total charge: 0
ΔE to the lowest compared entry with this formula, charge and spin: 675.3 kJ/mol

Cartesian coordinates (Å):
C 4.057 -0.460 0.041
C 2.602 -0.101 -0.001
C 2.185 1.312 -0.015
C 0.833 1.653 0.026
C -0.165 0.780 0.058
C -1.575 1.082 -0.021
C -2.556 0.093 -0.029
C -3.951 0.393 -0.010
C -2.176 -1.249 0.077
C -0.797 -1.677 -0.096
C 0.244 -0.706 0.083
C 1.622 -0.962 0.127
H 4.611 0.544 -0.300
H 4.053 -1.021 0.840
H 4.085 -1.226 -0.641
H 3.204 1.865 0.018
H 0.611 2.662 -0.150
H -1.542 2.261 -0.058
H -4.368 0.045 -0.816
H -4.295 1.575 0.239
H -4.521 -0.049 1.097
H -2.710 -1.904 -0.210
H -1.068 -2.672 -0.106
H 1.617 -2.239 -0.153

Forces on the atoms, in the same order (eV/Å):
C -1.59 5.35 -4.39
C 0.22 4.12 0.51
C 2.21 -2.18 0.52
C 4.47 2.15 -0.58
C -3.05 -7.00 0.03
C 2.31 1.83 0.13
C 2.56 1.77 1.46
C -2.61 4.56 8.56
C 10.52 8.47 0.67
C -3.48 4.17 2.17
C -1.34 2.52 -0.32
C -3.25 -7.24 -2.04
H -0.32 -2.87 1.52
H 1.79 -1.79 5.32
H 0.99 -1.47 -2.58
H -2.69 0.46 -0.26
H -0.44 1.57 0.19
H -1.73 -2.34 -0.01
H -3.15 -1.86 -4.25
H 1.38 -3.03 -1.35
H 1.66 0.67 -3.54
H -8.09 -8.57 -2.75
H 2.34 -2.85 -0.29
H 1.29 3.56 1.29

Results of the natural (NBO) charge analysis, in e, for atoms 1 through 6: -0.64, -0.02, -0.19, -0.22, -0.05, -0.17


Below is 2 unconnected molecules or ions with the total composition C12H12BNO8S in a non-equilibrium geometry, with properties calculated with ωB97M-V with the def2-TZVPD basis set.

Computed properties:
E: -1544.36801 Eh
Kohn-Sham gap: 0.2483 Ha
2S+1: 1
total charge: 0

Cartesian coordinates (Å):
C -2.739 -2.830 5.506
C -2.962 -2.046 4.187
S -2.306 -2.860 2.690
C -0.507 -2.649 2.861
C 0.099 -1.590 1.941
C -0.484 -0.336 1.827
C 0.127 0.615 1.001
C 1.353 0.265 0.287
C 1.835 -0.998 0.474
N 1.209 -1.887 1.275
H -2.588 -2.148 6.362
H -3.648 -3.404 5.756
H -1.896 -3.537 5.482
H -4.049 -1.953 4.034
H -2.530 -1.035 4.240
H 0.036 -3.598 2.721
H -0.309 -2.322 3.900
H -1.397 -0.095 2.369
H -0.330 1.610 0.938
H 1.872 0.976 -0.358
H 2.765 -1.296 -0.015
H 1.614 -2.814 1.367
B 1.138 2.613 -4.531
O 2.598 2.411 -4.569
C 3.037 2.799 -5.767
O 4.179 2.765 -6.123
C 1.858 3.280 -6.580
O 1.895 3.698 -7.700
O 0.754 3.164 -5.841
O 0.435 1.336 -4.260
C -0.265 1.489 -3.151
O -0.948 0.634 -2.651
C -0.059 2.881 -2.622
O -0.547 3.332 -1.622
O 0.759 3.532 -3.430

Forces on the atoms, in the same order (eV/Å):
C -0.33 0.07 0.35
C 0.34 -0.07 0.57
S -0.11 -0.13 -0.15
C 0.56 0.42 0.32
C -1.45 -0.50 1.06
C 0.82 0.72 -0.85
C 0.99 -0.59 -0.37
C -1.99 0.53 1.18
C 0.85 0.56 -0.73
N 0.32 0.13 -0.26
H 0.02 -0.19 -0.46
H 0.46 0.06 -0.22
H -0.22 0.32 -0.13
H 0.51 0.10 -0.29
H -0.25 -0.31 0.02
H -0.41 0.18 0.04
H -0.04 -0.21 -0.39
H 0.27 -0.22 -0.18
H 0.39 -0.35 -0.32
H -0.27 -0.26 0.22
H -0.43 -0.23 0.25
H -0.14 0.14 0.03
B 0.23 0.16 -0.43
O -0.44 0.14 -0.23
C 1.08 -0.37 0.58
O -0.13 0.04 -0.07
C -0.99 0.45 -0.77
O 0.15 -0.07 0.10
O 0.49 -0.21 0.35
O -0.04 0.54 0.44
C -0.23 -1.55 -0.74
O 0.01 0.08 0.42
C 0.38 1.42 0.17
O -0.13 -0.17 0.47
O -0.26 -0.63 0.04

Results of the natural (NBO) charge analysis, in e, for atoms 1 through 6: -0.63, -0.53, 0.25, -0.60, 0.28, -0.24


Below is a molecular structure, C12H12Br2N4O3SSr in a non-equilibrium geometry, with properties calculated with ωB97M-V with the def2-TZVPD basis set.

Computed properties:
E: -6486.28643 Eh
Kohn-Sham gap: 0.2745 Ha
2S+1: 1
total charge: 0

Cartesian coordinates (Å):
Sr 0.031 -0.052 0.189
C -1.944 -2.402 -1.836
C -2.137 -2.774 -0.386
C -2.901 -3.892 -0.007
C -3.033 -4.178 1.316
C -2.429 -3.367 2.303
C -2.530 -3.611 3.700
Br -3.500 -5.090 4.368
C -1.920 -2.773 4.571
C -1.188 -1.650 4.119
Br -0.392 -0.559 5.426
C -1.054 -1.328 2.788
O -0.403 -0.284 2.345
C -1.695 -2.256 1.855
N -1.553 -1.994 0.497
H -2.587 -2.972 -2.505
H -0.913 -2.572 -2.156
H -2.175 -1.345 -1.992
H -3.374 -4.508 -0.761
H -3.614 -5.034 1.634
H -1.994 -2.952 5.634
N 0.772 0.006 -2.848
N 1.743 1.014 -2.809
C 2.617 1.113 -1.789
N 3.362 2.230 -1.813
S 2.847 -0.039 -0.558
H 0.896 -0.518 -3.701
H -0.139 0.457 -2.804
H 1.579 1.827 -3.379
H 3.235 2.944 -2.510
H 3.989 2.397 -1.049
O -1.585 3.629 -0.689
C -0.736 2.782 -0.511
O -0.616 1.608 -1.102
H 0.048 2.984 0.246

Forces on the atoms, in the same order (eV/Å):
Sr 0.95 -0.90 -0.42
C -0.07 -0.01 -0.09
C 0.11 0.17 -0.25
C 0.02 0.06 -0.15
C -0.09 -0.15 0.28
C -0.18 -0.28 -0.01
C -0.01 0.03 -0.39
Br -0.06 -0.08 -0.01
C 0.27 0.38 0.20
C -0.35 -0.49 0.45
Br 0.10 0.15 0.02
C 0.27 0.47 -0.84
O -0.70 -0.91 1.28
C 0.28 0.40 -0.49
N -0.37 -0.41 1.08
H -0.02 -0.06 0.11
H 0.03 -0.01 0.08
H 0.02 0.01 0.06
H 0.03 0.04 0.02
H 0.01 0.01 -0.01
H 0.03 0.02 0.00
N 0.13 0.19 0.18
N 0.02 -0.47 0.24
C -0.04 0.05 0.17
N -0.03 -0.15 0.02
S 0.33 0.31 -0.47
H -0.11 -0.14 -0.12
H -0.03 0.02 -0.01
H -0.02 0.16 -0.07
H 0.02 0.05 0.02
H 0.08 -0.01 0.04
O 0.24 -0.31 -0.15
C -0.51 -0.44 -0.73
O -0.62 2.32 -0.26
H 0.26 -0.01 0.20

Results of the natural (NBO) charge analysis, in e, for atoms 1 through 6: 1.81, -0.66, 0.24, -0.26, -0.11, -0.14